Here is a cluster of 4 separate species, C47H53FNO16 in total at a distorted geometry from OMol25. Energies are from ωB97M-V with the def2-TZVPD basis set.

Geometry as XYZ:
```
118
Properties=species:S:1:pos:R:3
C -4.6359 2.6105 0.7266
C -3.6720 2.3377 0.0689
C -2.4010 1.9697 -0.5973
C -2.2051 2.6836 -1.9533
O -1.7784 4.0032 -1.9708
C -0.6267 4.2685 -1.1350
C -1.0944 4.9076 0.1732
C -1.6740 6.3152 -0.0917
C 0.0124 5.0281 1.2694
C -0.5053 4.4518 2.6286
C 1.3376 4.3128 0.9366
C -1.3806 1.6471 -2.8316
C -2.5123 0.7378 -3.3651
C -1.9081 -0.0677 -4.5363
O -1.9573 -1.4688 -4.3151
C -1.5087 -1.7894 -3.0414
C -0.1865 -1.6656 -2.6358
C 0.1484 -1.9750 -1.3224
C -0.7845 -2.4018 -0.3852
C -2.1186 -2.5209 -0.7964
C -2.4552 -2.2221 -2.1096
N -3.5986 1.7277 -3.6717
C -4.6324 1.4782 -4.6890
C -6.0595 1.8202 -4.2383
C -6.7116 0.6105 -3.4814
C -7.1844 1.0034 -2.0510
C -6.4549 0.1088 -1.0161
C -7.2379 0.0844 0.2956
O -6.4197 -0.2116 1.4327
C -5.6609 -1.3443 1.2732
O -4.4936 -1.3510 1.5292
C -6.3512 -2.6101 0.8583
C -7.4965 -2.9826 1.4901
C -3.4152 2.7266 -2.8992
F -4.1807 3.7680 -2.9128
H -5.4087 2.6483 1.4651
H -1.5915 2.1808 0.1058
H -2.4332 0.8786 -0.6987
H 0.0116 4.9878 -1.6568
H -0.0686 3.3376 -0.9979
H -1.9330 4.3289 0.5749
H -0.9062 6.9727 -0.5109
H -2.0889 6.7161 0.8351
H -2.4979 6.2349 -0.8095
H 0.1901 6.0900 1.4638
H -1.3633 3.7856 2.4849
H -0.8285 5.2468 3.3042
H 0.2864 3.8571 3.0923
H 2.0889 4.6341 1.6640
H 1.1884 3.2359 1.0838
H 1.7364 4.5319 -0.0571
H -0.6944 1.0966 -2.1897
H -0.9424 2.2869 -3.6042
H -2.9758 0.1484 -2.5722
H -2.4438 0.1451 -5.4678
H -0.8668 0.2312 -4.6925
H 0.5764 -1.3192 -3.3281
H 1.1790 -1.8600 -0.9977
H -0.5351 -2.6294 0.6443
H -2.8846 -2.8403 -0.0968
H -3.4957 -2.3000 -2.4203
H -4.3896 2.0171 -5.6113
H -4.5822 0.4162 -4.9385
H -6.1351 2.7581 -3.6905
H -6.6446 1.9631 -5.1529
H -5.9686 -0.1899 -3.4405
H -7.5870 0.2877 -4.0471
H -7.0170 2.0650 -1.8499
H -8.2656 0.8375 -1.9773
H -6.3366 -0.8830 -1.4647
H -5.4518 0.5316 -0.8909
H -7.6591 1.0798 0.4602
H -8.0803 -0.6092 0.1929
H -5.9009 -3.1872 0.0515
H -8.3722 -2.3343 1.4961
H -7.5526 -3.9594 1.9706
C 6.2577 -1.7422 -0.8579
C 4.9446 -1.8673 -1.0612
C 4.1265 -0.7424 -1.6202
O 2.9280 -0.9232 -1.7939
C 4.7888 0.5112 -1.9230
C 6.1071 0.6395 -1.7185
C 6.9320 -0.4926 -1.1781
O 8.1251 -0.3222 -1.0294
O 6.7660 1.7620 -1.9760
O 4.2758 -2.9915 -0.7793
H 6.8597 -2.5452 -0.4541
H 4.1833 1.3182 -2.3110
H 7.6985 1.5867 -1.7423
H 3.3489 -2.8198 -1.0224
C 4.2044 0.6410 2.8628
C 3.8509 0.6423 4.1548
C 4.6556 -0.0865 5.1963
O 4.2823 -0.0258 6.3514
C 5.8312 -0.8255 4.7647
C 6.1832 -0.8265 3.4716
C 5.3912 -0.0795 2.4390
O 5.7744 -0.1190 1.2823
O 7.2465 -1.4814 3.0178
O 2.7752 1.2811 4.6031
H 3.6344 1.1608 2.1051
H 6.3935 -1.3583 5.5185
H 7.2795 -1.3161 2.0566
H 2.7531 1.1230 5.5676
C 7.3978 -5.2609 3.7692
C 7.5498 -6.2734 4.6342
C 6.6518 -7.4796 4.6063
O 6.8586 -8.3684 5.4087
C 5.5792 -7.5173 3.6226
C 5.4278 -6.5036 2.7622
C 6.3414 -5.3124 2.7747
O 6.1509 -4.4367 1.9494
O 4.4658 -6.4782 1.8404
O 8.4956 -6.2824 5.5669
H 8.0374 -4.3891 3.7777
H 4.9293 -8.3809 3.6216
H 4.5864 -5.6402 1.3534
H 8.3875 -7.1234 6.0520
```

As for the net charge: +1. For the strongest force on any atom, the calculation gives 2.3 eV/Å. The calculation puts the molar mass at 906.930 g/mol. The gap between HOMO and LUMO comes out at 7.76 eV. As for the highest occupied orbital energy: -10.873 eV.

These are the Löwdin partial charges, in e, on atoms 1 to 4: atom 1 (C): 0.149, atom 2 (C): -0.109, atom 3 (C): -0.076, atom 4 (C): -0.361

***

Here is a structure of composition C47H54O3P2S5Se2Tl at a distorted geometry from OMol25. Energies are from ωB97M-V with the def2-TZVPD basis set.

Geometry as XYZ:
```
114
Properties=species:S:1:pos:R:3
Tl 0.3754 0.1895 -0.0288
S -0.1919 0.6839 2.9328
P 0.0686 -1.3349 2.7792
C 0.5908 -1.9315 1.2680
P 2.1227 -2.3050 0.7140
S 3.5064 -0.8909 0.4415
C 2.7420 -3.7918 1.5151
C 1.9049 -4.9017 1.5334
C 2.3153 -6.0689 2.1442
C 3.5519 -6.0903 2.8326
C 4.3252 -4.9712 2.8269
C 3.9426 -3.8053 2.1561
C 1.9030 -3.0118 -0.9615
C 0.7799 -2.8476 -1.7846
C 0.7756 -3.3816 -3.0546
C 1.8074 -4.2174 -3.4599
C 2.9060 -4.3956 -2.6625
C 2.9810 -3.7313 -1.4488
C 0.9240 -1.9441 4.2909
C 1.0838 -3.3315 4.4726
C 1.8250 -3.8050 5.5306
C 2.3819 -2.9490 6.4983
C 2.2118 -1.5821 6.3140
C 1.5109 -1.0990 5.2150
C -1.5813 -2.0692 2.9922
C -2.1889 -2.8508 2.0227
C -3.4909 -3.2987 2.1823
C -4.2434 -2.8962 3.2804
C -3.6417 -2.1057 4.2321
C -2.3406 -1.6583 4.0740
H 0.9205 -4.8381 1.0363
H 1.6720 -6.9519 2.0781
H 3.8113 -6.9586 3.4004
H 5.2748 -4.9810 3.3941
H 4.6299 -2.9739 2.0855
H -0.0539 -2.2370 -1.4150
H -0.0714 -3.1827 -3.6958
H 1.8120 -4.6584 -4.4404
H 3.7470 -5.0052 -2.9841
H 3.8715 -3.8206 -0.8326
H 0.5622 -4.0028 3.8121
H 1.8881 -4.8878 5.6324
H 2.9132 -3.3298 7.3556
H 2.5988 -0.8516 7.0201
H 1.4447 -0.0277 5.0919
H -1.5855 -3.0534 1.1182
H -3.8803 -3.9324 1.3924
H -5.2453 -3.2043 3.3604
H -4.2338 -1.8147 5.1163
H -1.9561 -0.9606 4.8215
C -4.1430 0.4617 1.6978
Se -3.2260 1.4796 0.3097
C -4.3899 0.9775 -1.1493
C -4.4683 -0.5401 -1.3322
Se -2.7444 -1.2436 -2.0599
C -3.1210 -3.1332 -1.7068
H -5.2073 0.7037 1.5834
H -3.6899 0.8535 2.6216
H -3.9276 -0.6000 1.6579
H -4.0672 1.4853 -2.0501
H -5.3834 1.3113 -0.9292
H -5.2888 -0.7892 -2.0078
H -4.6528 -1.0580 -0.3831
H -3.3889 -3.2775 -0.6618
H -2.1724 -3.6668 -1.8681
H -3.8538 -3.5312 -2.3930
O 0.0452 4.9014 0.4337
S 1.4178 5.4547 0.2297
C 2.1204 4.6041 -1.2159
C 1.3656 4.9173 -2.5097
C 0.0846 4.0587 -2.6482
C -0.4897 4.1730 -4.0552
S -1.8528 3.0657 -4.3841
O -1.9054 2.0858 -3.2838
C -3.2339 4.1774 -4.1300
C -3.7124 4.8890 -5.2374
C -4.8767 5.6136 -5.1547
C -5.5646 5.7280 -3.9596
C -5.0626 5.0980 -2.8562
C -3.9026 4.2987 -2.9027
C 2.4834 4.6164 1.3965
C 3.7526 5.1373 1.7167
C 4.5762 4.4897 2.6409
C 4.1184 3.3164 3.2724
C 2.8671 2.8216 2.9825
C 2.0337 3.4639 2.0548
H 1.9997 3.5680 -0.9544
H 3.2115 4.8607 -1.2014
H 2.0251 4.6664 -3.3472
H 1.0546 5.9635 -2.6054
H -0.6101 4.4133 -1.8950
H 0.2562 2.9747 -2.4840
H 0.2681 3.9421 -4.8190
H -0.8566 5.1554 -4.2343
H -3.2046 4.8137 -6.1925
H -5.1891 6.2018 -5.9904
H -6.4124 6.4122 -3.9374
H -5.6033 5.2870 -1.8973
H -3.5426 3.8196 -2.0176
H 4.1468 6.0286 1.2445
H 5.5760 4.8638 2.8997
H 4.7418 2.8553 4.0313
H 2.4641 1.9361 3.4110
H 1.0437 3.0499 1.8320
C 3.3680 -0.3930 -3.6052
S 2.3428 1.1306 -3.5935
C 0.8156 0.2587 -3.7000
O 2.4445 1.8313 -4.8964
H 3.0768 -0.9290 -4.5381
H 3.0910 -0.9954 -2.7267
H 4.3955 -0.1315 -3.5482
H 0.8274 -0.2633 -4.6512
H -0.0545 0.8869 -3.6148
H 0.8068 -0.4858 -2.8830
```

As for the net charge: -1. For the strongest force on any atom, the calculation gives 1.9 eV/Å. The calculation puts the molar mass at 1251.532 g/mol. The gap between HOMO and LUMO comes out at 6.20 eV. As for the highest occupied orbital energy: -4.112 eV.

These are the Löwdin partial charges, in e, on atoms 1 to 4: atom 1 (Tl): 0.488, atom 2 (S): 0.192, atom 3 (P): 0.390, atom 4 (C): -0.696

***

Here is a structure of composition C47H55BGeN7OsS4 at a distorted geometry from OMol25. Energies are from ωB97M-V with the def2-TZVPD basis set.

Geometry as XYZ:
```
116
Properties=species:S:1:pos:R:3
Os -1.0211 -0.9210 -1.2169
C -3.8280 2.9545 -2.9820
C -2.4247 2.9258 -2.4985
C -1.4818 3.8214 -2.8923
C -0.1461 3.7752 -2.4902
N 0.2753 2.8957 -1.6299
N -0.6422 1.9378 -1.2443
B -0.1102 0.8862 -0.2419
N -0.9595 1.0343 1.0309
N -1.3204 2.2832 1.4057
C -2.0933 2.4223 2.4814
C -2.3513 1.3588 3.4049
C -1.9570 0.0929 3.0218
C -2.4120 -1.1533 3.7508
C -1.4095 -0.0095 1.7311
S -1.5225 -1.5093 0.8739
C -2.6757 3.8133 2.5950
C -3.4323 3.8775 3.9166
C -1.5742 4.8778 2.6239
C -3.6460 4.1040 1.4316
N 1.4062 0.7065 0.0404
N 1.7814 1.7847 0.8596
C 2.9560 1.7287 1.4068
C 3.8368 0.6629 1.2130
C 3.4471 -0.4249 0.4719
C 4.3765 -1.5995 0.4061
C 2.1647 -0.3816 -0.1493
S 1.8473 -1.4362 -1.6045
C 3.3636 2.8769 2.2741
C 2.2793 3.9611 2.3127
C 4.6641 3.5427 1.8125
C 3.5162 2.3286 3.7092
C -1.9389 1.8834 -1.6709
S -2.8395 0.4574 -1.3142
C 0.8537 4.7892 -2.9895
C 0.2117 6.1924 -3.0364
C 2.0471 4.8352 -2.0370
C 1.2189 4.4253 -4.4372
H -3.9848 3.7946 -3.6429
H -4.5372 3.0320 -2.1226
H -4.1156 2.0189 -3.5073
H -1.8084 4.5352 -3.6041
H -2.8235 1.4784 4.3809
H -2.7960 -0.9048 4.7293
H -1.5839 -1.9002 3.8488
H -3.1822 -1.7070 3.2054
H -2.7988 3.7795 4.7899
H -4.1579 3.0666 4.0188
H -3.9587 4.7982 4.0153
H -1.0015 4.7403 3.5082
H -1.9985 5.8863 2.7198
H -0.9444 4.8503 1.7431
H -4.5495 3.4156 1.4076
H -3.1395 4.0101 0.4740
H -4.0802 5.1011 1.5521
H 4.8168 0.6524 1.7149
H 4.0637 -2.3737 -0.3163
H 4.3835 -2.0782 1.3789
H 5.4150 -1.3365 0.2475
H 2.2461 4.5625 1.3875
H 2.3709 4.6111 3.2128
H 1.3139 3.4540 2.3730
H 4.5925 4.0565 0.8447
H 5.4692 2.7640 1.7515
H 4.9725 4.2948 2.5654
H 2.5447 1.9253 4.0279
H 3.7399 3.0820 4.4353
H 4.2846 1.5517 3.8541
H -0.2871 6.3911 -2.1033
H -0.5239 6.2404 -3.8527
H 0.9514 6.9424 -3.2603
H 1.7762 5.2557 -1.0663
H 2.8176 5.5279 -2.3921
H 2.4810 3.8212 -1.8570
H 0.3306 4.4983 -5.0996
H 1.5692 3.4050 -4.4754
H 1.9857 5.0664 -4.8469
S -1.3939 -1.0224 -3.8829
C -2.3589 -2.3424 -4.3150
N -3.0770 -3.2427 -4.5903
C 0.3840 -2.4475 -1.5204
Ge 0.0479 -4.3033 -1.0281
C -1.6920 -4.5805 -0.1796
C -1.8049 -5.4363 0.9391
C -3.0706 -5.7849 1.5020
C -4.2272 -5.4351 0.8218
C -4.1302 -4.5885 -0.3327
C -2.8931 -4.1713 -0.7926
C 1.3034 -4.5914 0.4894
C 2.5584 -5.2313 0.2816
C 3.3384 -5.6790 1.3613
C 2.8984 -5.4093 2.6538
C 1.7216 -4.6980 2.8955
C 0.9459 -4.2667 1.8329
C 0.4118 -5.4923 -2.5678
C -0.2091 -5.1891 -3.7680
C -0.0938 -6.0062 -4.9224
C 0.5617 -7.2417 -4.7787
C 1.2879 -7.5106 -3.5783
C 1.1861 -6.6807 -2.4840
H 0.1561 -2.4553 -2.6096
H -0.8852 -5.7965 1.4288
H -3.1074 -6.3355 2.4587
H -5.2009 -5.7319 1.2124
H -5.0351 -4.1988 -0.8033
H -2.8613 -3.5000 -1.6502
H 2.9286 -5.2799 -0.7394
H 4.2565 -6.2150 1.2198
H 3.4841 -5.7992 3.4751
H 1.4328 -4.3744 3.9092
H 0.0316 -3.7289 2.0188
H -0.8040 -4.3002 -3.8591
H -0.6087 -5.6854 -5.8228
H 0.6090 -7.9710 -5.5921
H 1.9117 -8.4463 -3.5001
H 1.6845 -6.9401 -1.5615
```

As for the net charge: +1. For the strongest force on any atom, the calculation gives 3.0 eV/Å. The calculation puts the molar mass at 1119.926 g/mol. The gap between HOMO and LUMO (alpha / beta) comes out at 4.25 / 6.00 eV. As for the highest occupied orbital energy (alpha / beta): -8.263 / -10.333 eV. Its spin multiplicity is 5.

These are the Löwdin partial charges, in e, on atoms 1 to 4: atom 1 (Os): 0.949, atom 2 (C): -0.038, atom 3 (C): -0.245, atom 4 (C): 0.061

***

Here is a structure of composition C47H55BrLaN13O2 at a distorted geometry from OMol25. Energies are from ωB97M-V with the def2-TZVPD basis set.

Geometry as XYZ:
```
119
Properties=species:S:1:pos:R:3
La -0.0450 -1.1794 -0.9048
C 0.3819 3.5855 4.9087
C 0.0452 2.8668 3.6297
C -0.7552 3.4373 2.6744
C -1.0444 2.8188 1.4306
C -1.8473 3.3780 0.4201
N -2.5996 4.4805 0.4364
C -3.3123 5.0680 1.5710
C -4.4203 4.1596 2.1259
C -5.5373 3.8434 1.1230
N -5.1038 3.0212 0.0017
C -4.4365 1.8406 0.0067
C -4.3047 0.8745 1.0226
C -5.0170 0.9072 2.2412
C -5.0001 -0.1415 3.1349
C -5.8355 -0.1315 4.3876
C -4.1704 -1.2191 2.8547
C -3.3774 -1.2925 1.7004
C -2.3939 -2.3691 1.7604
N -1.1892 -2.3682 1.3425
C -0.3824 -3.4644 1.8992
C 0.0572 -3.1569 3.3400
C 0.5148 -1.7037 3.5075
N 1.3007 -1.3471 2.3478
C 1.1444 -0.2355 1.7769
C 0.3803 0.9710 2.1465
C 0.5768 1.5943 3.3618
C -0.3943 1.5716 1.1140
O -0.4895 1.0166 -0.0488
C -3.5103 -0.2877 0.7243
O -3.0286 -0.3413 -0.5095
H 0.0038 4.6061 4.8885
H 1.4616 3.6244 5.0581
H -0.0491 3.0763 5.7724
H -1.1266 4.4337 2.8622
H -1.7411 2.9122 -0.5515
H -3.0522 4.6695 -0.4408
H -3.7322 6.0125 1.2245
H -2.6227 5.2955 2.3746
H -4.8704 4.6618 2.9835
H -3.9610 3.2373 2.4862
H -5.9066 4.7774 0.6968
H -6.3796 3.3855 1.6469
H -5.4021 3.3394 -0.9037
H -4.0811 1.5457 -0.9705
H -5.6603 1.7463 2.4599
H -6.5374 0.7005 4.3857
H -5.2039 -0.0481 5.2736
H -6.4025 -1.0584 4.4732
H -4.1013 -2.0226 3.5800
H -2.7185 -3.2029 2.3936
H 0.5086 -3.5926 1.2968
H -0.9451 -4.4024 1.8922
H -0.7616 -3.3503 4.0361
H 0.8746 -3.8370 3.5838
H 1.1436 -1.6274 4.3974
H -0.3498 -1.0425 3.6398
H 1.7150 -0.1149 0.8457
H 1.1885 1.1005 4.1096
Br 8.4377 0.0876 0.0427
C 6.6813 -0.6386 -0.0438
C 6.4336 -1.8094 -0.7442
C 5.1413 -2.2938 -0.8338
C 4.0480 -1.6265 -0.2430
C 4.3438 -0.4640 0.4848
C 5.6414 0.0154 0.5929
N 2.7425 -2.0873 -0.4313
C 2.6001 -3.4090 -0.2916
C 1.5195 -4.1971 -0.7539
C 1.6212 -5.6072 -0.6600
C 0.6641 -6.4042 -1.2255
C -0.4261 -5.7965 -1.8753
C -0.5043 -4.4249 -1.8722
N 0.4214 -3.6151 -1.3317
H 7.2501 -2.3415 -1.2144
H 4.9616 -3.1931 -1.4086
H 3.5700 0.0364 1.0505
H 5.8589 0.8861 1.2009
H 3.3934 -3.9795 0.1913
H 2.4752 -6.0357 -0.1515
H 0.7516 -7.4815 -1.1853
H -1.1960 -6.3849 -2.3526
H -1.3521 -3.9326 -2.3422
N -1.9645 1.2957 -4.5180
C -1.7527 1.1567 -3.2040
N -0.7983 0.2801 -3.0127
C -0.4591 -0.1139 -4.2785
N -1.1496 0.4947 -5.2165
C 0.5721 -1.1091 -4.5464
C 0.9336 -1.4299 -5.8565
N 1.8900 -2.3019 -6.1249
C 2.4836 -2.8768 -5.0794
C 2.1208 -2.5730 -3.7775
N 1.1702 -1.6841 -3.4938
H -2.6278 1.8725 -5.0082
H -2.2860 1.6809 -2.4290
H 0.4270 -0.9592 -6.6906
H 3.2593 -3.5973 -5.3042
H 2.6073 -3.0482 -2.9334
C -2.5206 -1.5630 -1.1224
H -2.9961 -2.4252 -0.6475
H -2.9127 -1.5067 -2.1467
N 4.5505 2.7712 -2.4944
C 4.5327 1.4413 -3.1892
C 3.0844 0.9597 -3.2940
N 2.4324 0.8609 -1.9974
C 2.4781 2.1409 -1.3035
C 3.8983 2.6880 -1.1463
H 4.0504 3.4524 -3.0688
H 5.5091 3.1081 -2.3977
H 5.1287 0.7504 -2.5898
H 4.9898 1.5492 -4.1719
H 3.0844 -0.0121 -3.7833
H 2.5104 1.6510 -3.9225
H 2.8854 0.1307 -1.4491
H 2.0208 2.0545 -0.3178
H 1.8727 2.8553 -1.8733
H 4.4971 2.0054 -0.5502
H 3.9032 3.6746 -0.6845
```

As for the net charge: +2. For the strongest force on any atom, the calculation gives 1.0 eV/Å. The calculation puts the molar mass at 1052.856 g/mol. The gap between HOMO and LUMO (alpha / beta) comes out at 4.65 / 4.40 eV. As for the highest occupied orbital energy (alpha / beta): -9.916 / -9.554 eV.

These are the Löwdin partial charges, in e, on atoms 1 to 4: atom 1 (La): 1.979, atom 2 (C): -0.036, atom 3 (C): -0.254, atom 4 (C): 0.025

***

Question: The lowest strongest force on any atom belongs to which entry?
Answer: C47H55BrLaN13O2

***

Question: Which value of strongest force on any atom does entry 1 give?
Answer: 2.3 eV/Å